Record 1
Here is C18H31MoNO4SbSe4Si4Te as an isolated structure in a non-equilibrium geometry from the OMol25 dataset. Energies are from the ωB97M-V functional and the def2-TZVPD basis.

Computed properties:
relative energy (zero: lowest compared OMol25 entry of this formula, charge and spin) = 0.000 eV
total charge = -1
frontier orbital gap (alpha / beta) = 4.87 / 4.86 eV
M = 1098.93 g mol⁻¹
HOMO (alpha / beta) = -5.421 / -5.421 eV
electronic energy = -12400.61349 Eh

XYZ file:
```
65
Properties=species:S:1:pos:R:3:mulliken_charge:R:1
Mo 1.213 2.632 1.786 -0.472
Se 2.605 6.691 4.701 -0.516
Sb 1.519 4.544 4.825 0.719
Se 3.109 3.177 3.020 -0.418
Se -0.138 4.336 3.020 -0.392
Se 0.908 3.226 6.649 -0.501
O 2.718 3.358 -1.978 -0.614
C 2.084 3.205 -0.977 0.660
O 2.502 2.785 0.180 -0.569
C 0.593 3.553 -0.917 0.491
O -0.065 3.984 -1.800 -0.562
O 0.129 3.229 0.280 -0.243
C -2.620 -0.663 0.707 -0.844
Si -2.196 0.013 -0.963 0.470
C -3.182 -0.635 -2.379 -1.029
C -2.496 1.880 -0.872 -0.825
Si 0.073 -0.603 -1.277 -0.072
Te 1.424 -0.073 0.817 0.032
Si 1.125 -0.124 -3.343 0.781
C 0.301 1.338 -4.168 -0.920
C 1.003 -1.547 -4.529 -1.186
C 2.945 0.173 -3.063 -0.885
Si 0.230 -2.994 -1.036 0.208
C -0.222 -3.593 0.700 -1.002
C -0.947 -3.772 -2.234 -0.980
C 2.018 -3.492 -1.309 -0.935
H -3.544 -0.204 1.111 0.373
H -1.864 -0.406 1.463 -0.114
H -2.749 -1.733 0.790 0.379
H -4.201 -0.210 -2.209 0.341
H -3.222 -1.703 -2.580 0.340
H -2.825 -0.144 -3.297 0.260
H -3.624 1.960 -0.807 0.336
H -2.181 2.483 -1.726 0.317
H -2.051 2.328 -0.027 -0.002
H -0.545 0.974 -4.780 0.337
H 0.959 1.957 -4.799 0.333
H -0.082 1.995 -3.395 0.129
H -0.003 -1.716 -4.927 0.318
H 1.467 -2.492 -4.188 0.259
H 1.556 -1.252 -5.424 0.354
H 3.027 0.950 -2.284 0.131
H 3.344 0.553 -4.022 0.304
H 3.417 -0.759 -2.777 0.303
H -1.195 -3.285 1.111 0.261
H 0.524 -3.348 1.465 0.280
H -0.196 -4.717 0.735 0.332
H -1.935 -3.391 -2.012 0.174
H -0.961 -4.873 -2.191 0.397
H -0.747 -3.530 -3.251 0.299
H 2.618 -3.096 -0.468 0.248
H 2.390 -3.107 -2.239 0.227
H 2.010 -4.578 -1.395 0.370
N -1.590 -2.232 6.864 -0.571
C -1.187 -1.447 6.125 -0.172
C -0.668 -0.487 5.197 0.785
C 0.739 -0.308 5.120 -0.832
C 1.263 0.615 4.236 -0.160
C 0.431 1.356 3.378 2.020
C -0.970 1.143 3.500 -0.759
C -1.499 0.272 4.411 -0.557
H 1.400 -0.903 5.734 0.479
H 2.313 0.805 4.240 0.398
H -1.653 1.775 2.963 0.316
H -2.597 0.127 4.514 0.372
```

---

Record 2
Here is one molecule with the formula C3H8N2O4S in a non-equilibrium geometry from the OMol25 dataset. Energies are from the ωB97M-V functional and the def2-TZVPD basis.

Computed properties:
relative energy (zero: lowest compared OMol25 entry of this formula, charge and spin) = 0.000 eV
total charge = 0
2S+1 = 3
frontier orbital gap (alpha / beta) = 6.67 / 6.67 eV
M = 168.17 g mol⁻¹
<S²> = 2.010
HOMO (alpha / beta) = -5.929 / -10.091 eV
electronic energy = -927.54161 Eh

XYZ file:
```
18
Properties=species:S:1:pos:R:3:lowdin_spin:R:1
C -0.914 -1.152 0.353 0.315
C -2.920 0.304 0.749 0.046
C -1.523 0.246 0.258 0.311
N 2.649 -1.266 -0.607 0.006
N -0.931 1.162 -0.396 0.313
O -1.767 -2.052 0.355 0.777
O 0.368 -1.221 0.249 0.163
O 3.411 0.824 0.631 0.003
O 1.586 0.842 -0.854 0.008
S 1.972 -0.063 0.326 0.005
H -3.497 -0.091 -0.026 0.013
H -3.166 1.419 0.866 0.001
H -3.046 -0.400 1.652 0.006
H 2.819 -1.031 -1.567 0.000
H 1.921 -1.963 -0.635 0.001
H -1.446 2.123 -0.589 0.026
H 3.905 1.224 -0.197 0.000
H 0.579 1.097 -0.570 0.005
```